Version P
48
Properties=species:S:1:pos:R:3:nbo_charge:R:1 method="wB97M-V/def2-TZVPD" spin_multiplicity=1 homo_energy_ha=-0.3342 orbital_gap_ha=0.3300 charge=0 smiles="NC(N)=O.NC(N)=O.NC(N)=O.NC(N)=O.NC(N)=O.NC(N)=O"
N -3.48 1.12 1.31 -0.8651
C -4.52 0.89 0.47 0.7602
N -4.52 -0.33 -0.14 -0.8359
O -5.36 1.73 0.14 -0.6477
H -3.54 1.80 2.05 0.4129
H -2.76 0.42 1.39 0.4023
H -5.27 -0.54 -0.77 0.4087
H -4.21 -1.08 0.47 0.3737
N 2.54 -3.76 -0.37 -0.8479
C 2.97 -4.33 -1.55 0.7795
N 4.00 -3.64 -2.14 -0.8591
O 2.42 -5.29 -2.07 -0.6648
H 3.02 -3.07 0.17 0.3955
H 1.85 -4.35 0.06 0.3919
H 4.23 -2.73 -1.81 0.3944
H 4.20 -4.05 -3.04 0.4100
N -2.74 3.97 0.08 -0.8657
C -1.40 4.29 0.07 0.7752
N -0.69 3.35 -0.64 -0.8710
O -0.89 5.32 0.48 -0.6471
H -2.87 3.00 0.36 0.3904
H -3.42 4.63 0.41 0.3995
H -1.13 2.51 -0.96 0.3854
H 0.19 3.48 -1.11 0.4214
N 3.06 0.38 -2.91 -0.8575
C 2.66 1.69 -2.91 0.7917
N 3.64 2.56 -3.28 -0.8339
O 1.58 2.02 -2.42 -0.7146
H 2.37 -0.31 -2.61 0.4497
H 3.83 0.11 -3.50 0.3747
H 4.52 2.27 -3.65 0.3859
H 3.43 3.53 -3.42 0.4051
N 0.16 -1.66 0.39 -0.8917
C 0.61 -0.85 -0.63 0.7924
N 0.50 0.48 -0.33 -0.8735
O 1.10 -1.34 -1.65 -0.7028
H 0.00 -2.63 0.19 0.4001
H -0.25 -1.11 1.14 0.4081
H 0.81 1.20 -0.98 0.4428
H 0.25 0.71 0.62 0.3974
N -0.45 -0.63 4.99 -0.8214
C -0.75 -0.98 3.73 0.7874
N -1.41 -2.18 3.59 -0.8490
O -0.53 -0.23 2.77 -0.7031
H 0.20 0.13 5.11 0.4224
H -0.75 -1.21 5.75 0.3928
H -1.76 -2.61 4.42 0.3882
H -1.43 -2.69 2.73 0.4121

***

Version Q
48
Properties=species:S:1:pos:R:3:nbo_charge:R:1 method="wB97M-V/def2-TZVPD" spin_multiplicity=1 homo_energy_ha=-0.3214 orbital_gap_ha=0.3185 charge=0 smiles="NC(N)=O.NC(N)=O.NC(N)=O.NC(N)=O.NC(N)=O.NC(N)=O"
N -13.07 14.96 35.67 -0.8295
C -13.37 15.27 36.85 0.7370
N -13.79 14.23 37.49 -0.8257
O -13.07 16.34 37.39 -0.7009
H -12.33 15.56 35.32 0.4051
H -13.42 14.11 35.26 0.3969
H -13.76 13.32 37.06 0.3989
H -13.97 14.20 38.49 0.4011
N -11.45 11.17 38.00 -0.8122
C -12.07 11.49 36.93 0.7732
N -11.22 11.90 36.06 -0.8223
O -13.25 11.46 36.76 -0.7677
H -11.96 11.06 38.86 0.4084
H -10.47 10.98 37.85 0.4237
H -11.64 12.05 35.16 0.3923
H -10.22 12.06 36.13 0.4287
N -15.05 10.15 32.17 -0.8180
C -15.05 10.89 33.19 0.7356
N -13.93 10.72 33.84 -0.8394
O -16.05 11.43 33.62 -0.6611
H -14.40 9.38 32.18 0.3803
H -15.84 10.08 31.56 0.4098
H -13.78 10.84 34.83 0.4125
H -13.26 10.19 33.32 0.3715
N -15.09 8.86 36.28 -0.8298
C -16.04 9.46 36.96 0.7440
N -15.95 10.72 37.14 -0.8108
O -17.01 8.79 37.34 -0.7116
H -14.92 7.90 36.54 0.4001
H -14.29 9.39 35.94 0.3695
H -15.10 11.16 36.81 0.4120
H -16.75 11.19 37.53 0.4118
N -8.03 13.12 38.18 -0.8213
C -7.69 11.94 37.72 0.7757
N -6.44 11.69 38.12 -0.8319
O -8.43 11.22 37.10 -0.6937
H -7.20 13.59 38.50 0.3717
H -8.88 13.67 38.07 0.4183
H -5.85 12.37 38.58 0.3906
H -5.99 10.91 37.65 0.4089
N -12.77 12.42 31.73 -0.8308
C -11.54 12.55 32.22 0.7438
N -11.37 13.65 32.86 -0.8340
O -10.71 11.68 32.02 -0.6805
H -13.09 11.61 31.21 0.4147
H -13.28 13.29 31.68 0.3794
H -12.08 14.31 33.15 0.3978
H -10.42 13.88 33.11 0.4078

***

Bottom line: version P, by a margin of 3.146 eV.

***

Version P
18
Properties=species:S:1:pos:R:3:nbo_charge:R:1 method="wB97M-V/def2-TZVPD" spin_multiplicity=1 homo_energy_ha=-0.3606 orbital_gap_ha=0.3654 charge=0 smiles="N=C(N)N.O.O.O"
N -0.95 -1.07 0.31 -0.8435
C -0.67 0.07 0.91 0.6107
N 0.04 1.17 0.39 -0.8381
N -0.95 0.21 2.30 -0.8362
H -0.94 -1.24 -0.64 0.3346
H -0.09 2.01 0.97 0.3861
H -0.12 1.24 -0.69 0.4088
H -1.13 -0.70 2.80 0.4144
H -0.25 0.88 2.78 0.3818
O -0.65 -3.82 -0.22 -0.9690
H -0.88 -3.05 0.37 0.5111
H -1.41 -4.33 -0.29 0.4704
O 3.56 5.50 -1.10 -0.9233
H 3.21 6.39 -0.72 0.4634
H 2.80 4.96 -0.79 0.4599
O -0.62 -2.83 -2.54 -0.9558
H -0.36 -3.52 -1.86 0.5017
H -0.60 -1.87 -1.97 0.4231

***

Version Q
18
Properties=species:S:1:pos:R:3:nbo_charge:R:1 method="wB97M-V/def2-TZVPD" spin_multiplicity=1 homo_energy_ha=-0.3403 orbital_gap_ha=0.3655 charge=0 smiles="N=C(N)N.O.O.O"
N -1.00 0.10 -0.23 -0.9462
C -0.16 0.99 0.23 0.6313
N 0.23 1.05 1.53 -0.8300
N 0.37 1.93 -0.61 -0.8197
H -1.62 -0.21 0.51 0.3624
H 0.85 1.78 1.82 0.3801
H 0.21 0.20 2.07 0.4340
H 0.10 1.82 -1.57 0.4279
H 1.32 2.21 -0.43 0.3799
O 0.85 -1.29 2.28 -0.9781
H 0.69 -1.79 1.45 0.5150
H 0.68 -1.92 3.00 0.4798
O -1.21 0.89 -2.91 -0.9963
H -0.93 0.19 -3.51 0.4652
H -1.37 0.47 -2.03 0.5048
O 0.28 -2.37 -0.22 -0.9941
H 0.91 -2.52 -0.94 0.4779
H -0.22 -1.55 -0.44 0.5063

***

Bottom line: version Q, by a margin of 2.386 eV.

***

Version P
9
Properties=species:S:1:pos:R:3:nbo_charge:R:1 method="wB97M-V/def2-TZVPD" spin_multiplicity=1 homo_energy_ha="-0.3705 / -0.3508" orbital_gap_ha="0.3088 / 0.3318" charge=0
C -0.39 0.90 -0.90 0.4763
C -0.18 -0.12 1.12 -0.4424
C 0.65 0.49 0.02 -0.3054
C -0.62 -0.36 -0.31 0.0282
O -0.67 1.62 -1.77 -0.4876
H 0.11 -1.08 1.68 0.2368
H -0.79 0.61 1.84 0.2187
H 1.77 0.32 -0.07 0.2603
H 0.12 -2.38 -1.61 0.0152

***

Version Q
9
Properties=species:S:1:pos:R:3:nbo_charge:R:1 method="wB97M-V/def2-TZVPD" spin_multiplicity=1 homo_energy_ha=-0.3359 orbital_gap_ha=0.3732 charge=0 smiles="C=C=C1CO1"
C -1.46 0.57 1.46 -0.4073
C -0.55 0.56 0.52 -0.0435
C 0.23 0.24 -0.46 0.1958
C 1.00 -0.72 -1.17 -0.1118
O 0.83 0.66 -1.61 -0.4406
H -2.46 0.21 1.22 0.2093
H -1.28 0.90 2.48 0.2110
H 2.00 -0.98 -0.83 0.1945
H 0.48 -1.46 -1.78 0.1925

***

Bottom line: version Q, by a margin of 4.143 eV.

***

Version P
23
Properties=species:S:1:pos:R:3:nbo_charge:R:1 method="wB97M-V/def2-TZVPD" spin_multiplicity=1 homo_energy_ha=-0.2671 orbital_gap_ha=0.2998 charge=0
C -0.32 -0.40 -0.31 -0.0100
C 1.50 0.43 -0.80 -0.3932
C -1.05 -0.58 -1.63 -0.6308
C 0.00 -1.70 0.40 -0.6353
C 2.54 0.50 0.28 -0.6458
C -0.65 0.70 0.47 0.0793
C -2.55 0.04 0.97 0.3615
C -0.50 1.88 1.00 -0.4543
O -3.52 -0.21 0.29 -0.5437
H -2.72 0.09 2.09 0.0846
H 1.72 -0.33 -1.55 0.1887
H 1.32 1.37 -1.31 0.1951
H -1.29 0.38 -2.09 0.2264
H 0.71 -2.29 -0.20 0.2237
H 0.43 -1.54 1.39 0.2217
H -1.97 -1.14 -1.48 0.2353
H -0.44 -1.17 -2.32 0.2151
H -0.91 -2.30 0.51 0.2206
H -1.27 2.29 1.66 0.2219
H 0.43 2.43 0.97 0.2114
H 2.43 1.38 0.91 0.2020
H 3.55 0.56 -0.15 0.2176
H 2.53 -0.39 0.92 0.2084

***

Version Q
23
Properties=species:S:1:pos:R:3:nbo_charge:R:1 method="wB97M-V/def2-TZVPD" spin_multiplicity=1 homo_energy_ha="-0.2721 / -0.2722" orbital_gap_ha="0.2684 / 0.2684" charge=0
C -0.11 1.11 1.82 -0.6480
C 0.84 0.43 -1.97 -0.6670
C 0.70 0.31 0.83 0.0593
C -0.14 0.30 -0.83 -0.0680
C 2.04 0.37 0.73 -0.5440
C -1.32 0.95 -0.90 -0.3760
H 0.41 1.13 2.78 0.2344
H -1.10 0.68 1.99 0.2183
H -0.26 2.12 1.45 0.2359
H 1.55 1.24 -1.79 0.2242
H 0.30 0.65 -2.90 0.2171
H 1.40 -0.49 -2.11 0.2485
H 2.59 -0.29 0.08 0.2359
H -2.07 0.90 -0.12 0.1892
H 2.59 1.10 1.32 0.2236
H -1.56 1.59 -1.74 0.2017
C -1.48 -1.82 0.20 -0.6463
C -0.04 -1.41 -0.07 0.4421
O 0.81 -2.09 -0.62 -0.6247
H 0.32 -0.99 1.06 0.1598
H -2.01 -1.11 0.84 0.2133
H -2.00 -1.89 -0.75 0.2347
H -1.46 -2.80 0.69 0.2361

***

Version R
23
Properties=species:S:1:pos:R:3:nbo_charge:R:1 method="wB97M-V/def2-TZVPD" spin_multiplicity=1 homo_energy_ha=-0.3336 orbital_gap_ha=0.3624 charge=0
C -2.65 -1.22 0.43 -0.5604
C -2.15 -0.15 -0.18 0.3104
O -2.37 1.15 0.15 -0.6699
C -1.22 -0.01 -1.40 -0.2518
C 0.09 0.11 -1.31 -0.1444
C 1.07 0.04 -0.13 -0.1100
C 1.59 -1.37 0.24 -0.5724
C 0.32 0.53 1.15 -0.5940
C 2.15 1.12 -0.40 -0.5986
H -2.45 -2.24 -0.02 0.2349
H -3.19 -1.02 1.33 0.1982
H -3.02 1.09 0.91 0.4700
H -1.56 0.21 -2.43 0.2241
H 0.42 0.30 -2.33 0.1998
H 0.80 -1.96 0.42 0.2107
H 2.22 -1.71 -0.65 0.1971
H 2.30 -1.20 1.02 0.2120
H 0.85 0.23 2.17 0.1918
H -0.61 0.17 1.32 0.2093
H 0.14 1.57 1.28 0.2108
H 3.14 1.01 -0.05 0.2138
H 1.73 2.18 -0.04 0.2134
H 2.38 1.15 -1.46 0.2053

***

Version S
23
Properties=species:S:1:pos:R:3:nbo_charge:R:1 method="wB97M-V/def2-TZVPD" spin_multiplicity=1 homo_energy_ha=-0.3005 orbital_gap_ha=0.3323 charge=0 smiles="CC(C)=C(C)/C=C(/C)O"
C -1.32 1.73 -1.46 -0.6519
C -0.81 1.01 -0.24 0.0312
C -0.24 1.93 0.82 -0.6482
C -0.83 -0.33 -0.09 -0.0545
C -1.80 -1.25 -0.76 -0.6350
C 0.18 -1.00 0.73 -0.3650
C 1.49 -0.99 0.43 0.3595
C 2.56 -1.62 1.27 -0.6549
O 2.00 -0.38 -0.71 -0.6953
H -0.56 2.44 -1.79 0.2162
H -1.47 1.05 -2.30 0.2129
H -2.25 2.27 -1.26 0.2155
H -0.16 1.43 1.80 0.2234
H 0.74 2.32 0.54 0.2151
H -0.93 2.77 0.98 0.2132
H -1.31 -2.09 -1.26 0.2143
H -2.49 -1.66 -0.01 0.2197
H -2.43 -0.74 -1.50 0.2126
H -0.18 -1.53 1.61 0.2113
H 3.28 -0.85 1.59 0.2251
H 2.16 -2.10 2.16 0.2222
H 3.11 -2.37 0.68 0.2237
H 1.26 -0.03 -1.23 0.4891

***

Bottom line: version S, by a margin of 2.101 eV.

***

Version P
18
Properties=species:S:1:pos:R:3:nbo_charge:R:1 method="wB97M-V/def2-TZVPD" spin_multiplicity=1 homo_energy_ha=-0.2651 orbital_gap_ha=0.2802 charge=0
C 0.67 -1.93 1.57 -0.6468
N -0.64 0.85 -0.62 -0.1229
C 0.96 -0.10 -0.18 0.3590
C 0.26 -0.86 0.62 -0.1019
N -0.71 2.17 -0.11 -0.6670
N -1.16 0.87 -1.94 -0.6661
N 2.12 0.19 -0.77 -0.8052
C -1.21 -0.42 0.53 0.2288
N -2.30 -0.80 0.80 -0.5199
H -0.20 2.17 0.78 0.3542
H -1.68 2.36 0.14 0.3560
H -0.94 -0.03 -2.36 0.3561
H -2.18 0.89 -1.87 0.3617
H 2.05 0.29 -1.78 0.4040
H 2.69 0.89 -0.31 0.3985
H -0.22 -2.52 1.82 0.2535
H 1.47 -2.55 1.17 0.2257
H 1.02 -1.48 2.51 0.2323

***

Version Q
18
Properties=species:S:1:pos:R:3:nbo_charge:R:1 method="wB97M-V/def2-TZVPD" spin_multiplicity=1 homo_energy_ha=-0.3494 orbital_gap_ha=0.3580 charge=0
C -1.36 -0.01 -0.08 0.4488
C 0.85 -1.47 -0.11 -0.3900
C 0.79 0.65 1.27 -0.3936
C 1.03 0.73 -1.10 -0.4287
N -2.09 -1.06 0.08 -0.4081
N -1.98 1.17 -0.19 -0.4024
N -3.34 -0.56 0.01 -0.1075
N -3.24 0.74 -0.10 -0.1014
N 0.45 -0.07 0.04 -0.2271
H 1.87 -1.46 -0.05 0.1955
H 0.25 -1.95 0.70 0.2463
H 0.68 -1.78 -1.04 0.2192
H 1.75 0.97 1.07 0.1964
H 0.19 1.38 1.59 0.2417
H 0.74 -0.03 2.07 0.2184
H 0.55 0.34 -2.10 0.2401
H 0.67 1.69 -0.85 0.2321
H 2.20 0.71 -1.19 0.2203

***

Bottom line: version Q, by a margin of 0.623 eV.

***

Version P
14
Properties=species:S:1:pos:R:3:nbo_charge:R:1 method="wB97M-V/def2-TZVPD" spin_multiplicity=1 homo_energy_ha=-0.3268 orbital_gap_ha=0.3658 charge=0 smiles="C=C[C@@H]1S[C@H]1C"
C -2.41 0.22 -0.16 -0.3809
C -1.40 1.04 -0.17 -0.2187
C -0.16 0.79 0.47 -0.3721
S 1.25 1.69 -0.09 0.2392
C 1.10 -0.03 -0.41 -0.3289
C 1.96 -1.15 0.22 -0.6353
H -3.30 0.59 -0.66 0.1944
H -2.57 -0.67 0.37 0.1961
H -1.48 2.00 -0.81 0.2144
H -0.24 0.41 1.46 0.2243
H 0.55 -0.40 -1.22 0.2092
H 2.93 -0.84 0.69 0.2250
H 2.27 -1.92 -0.68 0.2145
H 1.48 -1.75 0.98 0.2189

***

Version Q
14
Properties=species:S:1:pos:R:3:nbo_charge:R:1 method="wB97M-V/def2-TZVPD" spin_multiplicity=1 homo_energy_ha=-0.3109 orbital_gap_ha=0.3282 charge=0
C 1.63 0.05 -0.05 -0.6710
C 0.35 0.96 -0.18 -0.1746
C 0.69 2.13 -0.79 -0.3897
C -1.51 -0.77 0.32 -0.3979
C -2.07 -1.99 0.70 -0.3931
H 2.25 0.31 -1.10 0.2367
H 2.04 0.77 1.15 0.2434
H 1.23 -1.25 0.18 0.2444
H 0.15 3.10 -0.81 0.2245
H 1.68 1.96 -1.60 0.1936
H -1.05 -0.80 -0.72 0.2140
H -2.22 -2.02 1.63 0.1587
H -2.15 -3.10 0.14 0.2218
S -1.00 0.65 1.13 0.2891

***

Bottom line: version P, by a margin of 4.357 eV.

***

Version P
14
Properties=species:S:1:pos:R:3:nbo_charge:R:1 method="wB97M-V/def2-TZVPD" spin_multiplicity=1 homo_energy_ha=-0.3064 orbital_gap_ha=0.3404 charge=0 smiles=C1C[C@@H]2C[C@H]2S1
C 1.64 0.48 0.17 -0.5840
C 0.10 1.19 -0.18 -0.4277
C -0.59 -0.15 -0.51 -0.2269
C -1.63 -0.95 -0.02 -0.3188
C -0.09 -1.34 0.33 -0.5023
S 1.58 -1.36 -0.25 0.3080
H 1.80 0.97 1.17 0.2235
H 2.43 1.23 -0.44 0.2242
H -0.43 1.36 0.83 0.2064
H 0.02 1.98 -1.03 0.2389
H -0.68 -0.29 -1.71 0.2114
H -2.13 -0.73 1.03 0.2395
H -1.93 -1.58 -0.81 0.2322
H -0.08 -0.81 1.43 0.1758

***

Version Q
14
Properties=species:S:1:pos:R:3:nbo_charge:R:1 method="wB97M-V/def2-TZVPD" spin_multiplicity=1 homo_energy_ha=-0.2912 orbital_gap_ha=0.3195 charge=0 smiles="C=C/C=C/SC"
C 0.74 -3.21 0.00 -0.4280
C 0.22 -1.97 -0.10 -0.1908
C 1.03 -0.75 0.17 -0.3105
C 0.37 0.46 -0.08 -0.2813
S 0.54 2.31 0.43 0.2304
C -1.03 2.98 -0.04 -0.7884
H 1.52 -3.40 0.73 0.2166
H -0.08 -4.02 -0.32 0.2056
H -0.88 -1.67 -0.49 0.2106
H 2.05 -0.60 0.56 0.2288
H -0.61 0.26 -0.80 0.1891
H -0.72 4.01 -0.14 0.2319
H -1.57 2.57 -1.01 0.2548
H -1.58 3.01 1.07 0.2313

***

Bottom line: version Q, by a margin of 1.820 eV.

***

Version P
14
Properties=species:S:1:pos:R:3:nbo_charge:R:1 method="wB97M-V/def2-TZVPD" spin_multiplicity=1 homo_energy_ha=-0.3158 orbital_gap_ha=0.3511 charge=0
C -1.00 -2.06 -1.62 -0.3759
C -0.09 -1.31 -1.02 -0.1941
C -0.39 -0.31 0.06 -0.3364
C 0.48 -0.37 1.35 -0.4078
C 0.65 1.13 1.49 -0.4937
H -0.78 -2.75 -2.43 0.2010
H -2.06 -2.02 -1.38 0.1903
H 0.95 -1.42 -1.30 0.2019
H -1.47 -0.32 0.29 0.2115
H 0.00 -0.88 2.19 0.2116
H 1.45 -0.89 1.12 0.2104
H -0.07 1.59 2.12 0.2059
H 1.66 1.51 1.71 0.2168
S 0.15 1.42 -0.24 0.1584

***

Version Q
14
Properties=species:S:1:pos:R:3:nbo_charge:R:1 method="wB97M-V/def2-TZVPD" spin_multiplicity=1 homo_energy_ha=-0.3185 orbital_gap_ha=0.3553 charge=0 smiles="C=C[C@@H]1S[C@H]1C"
C 2.33 -1.50 -0.27 -0.3834
C 1.50 -0.58 0.10 -0.1961
C 0.07 -0.81 0.60 -0.3779
S -0.95 -1.74 -0.54 0.1387
C -1.05 0.02 -0.16 -0.2916
C -2.17 0.71 0.44 -0.6459
H 3.27 -1.06 -0.59 0.2053
H 2.19 -2.56 -0.12 0.2111
H 1.81 0.51 0.12 0.1997
H -0.16 -0.55 1.66 0.2348
H -0.57 0.39 -1.05 0.2181
H -2.57 0.06 1.26 0.2216
H -3.08 1.05 -0.17 0.2433
H -1.59 1.51 1.01 0.2224

***

Bottom line: version P, by a margin of 1.182 eV.